# 1
A structure of composition C36H44B2EuF4N9O5S, computed with wB97M-V/def2-TZVPD.

Positions of all 102 atoms, in Å:
1 Eu 0.213 -0.303 0.603
2 C 3.833 -1.514 -2.116
3 C 2.954 -0.858 -1.184
4 N 1.642 -0.782 -1.166
5 O 0.824 -1.467 -2.121
6 B 0.672 -2.924 -1.812
7 F 1.930 -3.355 -1.322
8 F 0.157 -3.526 -2.981
9 O -0.295 -3.304 -0.740
10 N 0.248 -2.764 0.410
11 C 0.798 -3.610 1.232
12 C 0.791 -5.069 1.022
13 C 1.378 -2.886 2.412
14 N 1.252 -1.617 2.454
15 O 1.840 -1.012 3.531
16 B 3.264 -0.632 3.221
17 F 3.868 -1.762 2.694
18 F 3.967 -0.084 4.300
19 O 3.207 0.551 2.219
20 N 2.717 0.126 1.005
21 C 3.609 -0.316 0.110
22 C 5.028 -0.509 0.390
23 C 2.018 -3.659 3.520
24 H 3.414 -1.785 -3.036
25 H 4.294 -2.405 -1.694
26 H 4.681 -0.848 -2.309
27 H -0.127 -5.449 0.624
28 H 1.112 -5.601 1.876
29 H 1.492 -5.435 0.257
30 H 5.078 -1.654 0.503
31 H 5.455 0.120 1.275
32 H 5.570 -0.308 -0.521
33 H 2.743 -4.228 3.025
34 H 1.218 -4.269 4.005
35 H 2.583 -3.172 4.300
36 C 0.490 5.166 -0.044
37 C 1.059 4.140 0.877
38 O 2.096 3.453 0.608
39 N 0.484 3.917 2.062
40 C 0.959 2.938 3.044
41 C -0.144 2.069 3.539
42 C -0.783 2.324 4.780
43 C -1.876 1.551 5.118
44 C -2.182 0.422 4.315
45 C -1.500 0.215 3.176
46 N -0.541 1.061 2.726
47 H 0.410 6.171 0.393
48 H -0.568 4.998 -0.292
49 H 1.085 5.197 -0.945
50 H -0.244 4.539 2.340
51 H 1.447 3.406 3.908
52 H 1.771 2.402 2.570
53 H -0.267 3.098 5.396
54 H -2.272 1.775 6.062
55 H -2.952 -0.290 4.555
56 H -1.767 -0.678 2.693
57 C 4.722 2.890 -1.806
58 C 4.085 2.147 -2.752
59 C 2.745 1.883 -2.565
60 C 1.960 2.357 -1.511
61 C 2.677 3.114 -0.632
62 C 4.012 3.312 -0.734
63 C 0.466 2.469 -1.666
64 C -0.014 2.832 -2.925
65 C -1.371 3.066 -3.165
66 C -2.223 2.895 -2.068
67 C -3.610 3.158 -2.119
68 C -4.445 3.142 -1.056
69 C -3.885 2.871 0.229
70 C -2.558 2.580 0.315
71 C -1.688 2.493 -0.811
72 N -0.330 2.267 -0.616
73 H 5.769 3.068 -1.904
74 H 4.608 1.714 -3.565
75 H 2.262 1.206 -3.221
76 H 4.387 3.851 0.074
77 H 0.712 3.130 -3.656
78 H -1.686 3.426 -4.145
79 H -4.013 3.466 -3.090
80 H -5.486 3.369 -1.099
81 H -4.514 2.845 1.082
82 H -2.042 2.354 1.226
83 C -2.482 -4.384 -3.306
84 C -2.696 -2.972 -3.628
85 N -2.304 -2.056 -2.598
86 C -3.022 -1.699 -1.565
87 S -2.331 -0.755 -0.280
88 N -4.297 -2.045 -1.494
89 C -5.158 -2.056 -0.292
90 C -6.632 -2.307 -0.738
91 H -2.426 -4.528 -2.260
92 H -1.503 -4.750 -3.660
93 H -3.213 -5.039 -3.731
94 H -3.691 -2.610 -4.011
95 H -1.926 -2.690 -4.350
96 H -1.335 -1.933 -2.494
97 H -4.700 -2.504 -2.322
98 H -4.994 -1.132 0.242
99 H -4.870 -2.869 0.324
100 H -6.798 -1.999 -1.728
101 H -7.360 -1.795 -0.095
102 H -6.938 -3.348 -0.701

Calculated total energy   -104074.195 eV
Orbital gap (alpha / beta)   7.3148 / 7.8808 eV
F_max   4.16 eV/A
LUMO level (alpha / beta)   -6.26 / -5.75 eV
Charge   +2
2S+1   7
HOMO energy (alpha / beta)   -13.6 / -13.6 eV

***

# 2
A structure of composition C36H44CaN2O2P, computed with wB97M-V/def2-TZVPD.

Positions of all 86 atoms, in Å:
1 Ca 0.136 -0.704 -0.994
2 O 0.375 -4.736 -2.481
3 C 0.512 -3.567 -2.199
4 O -0.129 -2.805 -1.332
5 C 1.553 -2.812 -2.975
6 C 2.214 -3.588 -3.898
7 C 3.011 -2.989 -4.855
8 C 3.460 -1.659 -4.694
9 C 4.473 -1.017 -5.485
10 C 4.815 0.338 -5.243
11 C 4.305 0.998 -4.128
12 C 3.456 0.386 -3.278
13 C 2.892 -0.895 -3.591
14 N 1.939 -1.537 -2.789
15 H 1.965 -4.639 -4.002
16 H 3.469 -3.573 -5.693
17 H 4.880 -1.582 -6.325
18 H 5.390 0.828 -6.067
19 H 4.573 2.033 -3.944
20 H 3.097 0.812 -2.340
21 C 2.176 -1.093 4.672
22 C 1.940 -0.783 3.193
23 C 2.939 0.304 2.657
24 C 2.204 -2.066 2.415
25 P 0.104 -0.072 2.760
26 N 0.149 0.001 1.175
27 C 0.061 1.874 3.526
28 C 0.856 2.076 4.848
29 C -1.402 2.358 3.721
30 C 0.671 2.739 2.377
31 C -1.265 -1.179 3.632
32 C -2.631 -0.785 2.896
33 C -0.876 -2.684 3.405
34 C -1.365 -0.934 5.157
35 H 2.786 -1.974 4.738
36 H 1.240 -1.282 5.243
37 H 2.655 -0.277 5.251
38 H 3.880 -0.136 2.410
39 H 2.995 1.064 3.489
40 H 2.368 0.846 1.897
41 H 3.279 -2.185 2.209
42 H 1.754 -2.057 1.375
43 H 1.697 -2.964 2.887
44 H 0.198 2.208 5.722
45 H 1.406 3.006 4.678
46 H 1.514 1.318 5.160
47 H -1.983 1.804 4.522
48 H -2.032 2.376 2.846
49 H -1.289 3.374 4.102
50 H 1.687 2.556 2.131
51 H 0.673 3.775 2.748
52 H -0.014 2.670 1.537
53 H -2.472 -0.865 1.821
54 H -2.872 0.296 3.044
55 H -3.379 -1.429 3.202
56 H -0.742 -2.990 2.408
57 H -1.675 -3.303 3.760
58 H 0.024 -2.948 3.936
59 H -1.394 0.144 5.350
60 H -0.568 -1.445 5.722
61 H -2.361 -1.354 5.441
62 C -1.120 4.866 -2.791
63 C -0.669 4.228 -3.973
64 C -0.611 2.814 -3.997
65 C -1.194 2.104 -2.951
66 C -1.961 2.810 -1.978
67 C -1.714 4.185 -1.828
68 C -0.906 0.720 -2.881
69 C -1.720 -0.252 -2.340
70 C -3.105 -0.577 -2.376
71 C -4.016 0.111 -3.287
72 C -5.322 -0.216 -3.254
73 C -5.759 -1.286 -2.471
74 C -4.940 -2.015 -1.634
75 C -3.619 -1.607 -1.533
76 H -1.081 5.964 -2.709
77 H -0.415 4.791 -4.853
78 H -0.061 2.219 -4.724
79 H -2.588 2.259 -1.276
80 H -1.979 4.699 -0.861
81 H 0.066 0.440 -3.413
82 H -3.546 0.824 -3.962
83 H -5.974 0.284 -3.950
84 H -6.844 -1.597 -2.520
85 H -5.372 -2.825 -1.093
86 H -2.870 -2.221 -1.092

Calculated total energy   -72847.683 eV
Orbital gap   5.0214 eV
F_max   4.38 eV/A
LUMO level   1.78 eV
Charge   -1
HOMO energy   -3.2 eV

***

Question: Look up the F_max of the second one.
Answer: 4.38 eV/A